The following is a quantum chemistry calculation of a cluster of 2 separate species, C3H12NO in total in a non-equilibrium geometry, from the OMol25 dataset.

The geometry in XYZ format:
```
17
Properties=species:S:1:pos:R:3
C 0.402 -0.869 2.455
O 0.297 0.391 1.686
H 1.276 -1.359 2.050
H -0.459 -1.449 2.107
H 0.300 -0.665 3.511
H 0.782 1.088 2.162
C -0.610 1.327 -1.072
N 0.190 0.032 -1.094
C -0.341 -0.869 -2.114
H -0.324 1.850 -0.161
H -1.669 1.106 -1.012
H -0.287 1.960 -1.893
H 1.139 0.391 -1.058
H 0.010 -0.307 -0.138
H -0.234 -0.536 -3.157
H 0.307 -1.742 -2.221
H -1.383 -1.140 -2.004
```

## Properties
Frontier orbital gap in eV: 11.72
Energy relative to the best compared isomer or geometry (same formula, charge and spin) in eV: 1.596
LUMO energy in eV: -3.185
Total charge: +1
Calculated total energy in eV: -6835.8182